Entry 1:
Density functional theory data (the ωB97M-V functional and the def2-TZVPD basis) for a molecular structure, C23H50NO6P2PbSi.

Summary:
HOMO-LUMO gap (spin up / spin down)   5.57 / 3.83 eV
HOMO energy (spin up / spin down)   -0.3441 / -0.3091 Eh
Molecular weight   733.89 g/mol
Lowest unoccupied orbital energy (spin up / spin down)   -3.79 / -4.58 eV

Structure (ORCA input):
```
! RIJCOSX wB97M-V def2-TZVPD def2/J DEFGRID3
* xyz 1 1
Pb -0.03142 0.89852 0.25740
P 2.31906 -0.75053 0.14780
C 2.34982 -1.29726 -1.55460
C 1.11362 -1.38065 -2.28216
N -0.07168 -0.80218 -1.83732
C -1.24136 -1.23787 -2.34017
C -1.29792 -2.24078 -3.31874
C -0.11563 -2.75457 -3.84890
C 1.08852 -2.25859 -3.39463
C -2.57215 -0.67124 -1.79206
P -2.41410 0.98944 -1.02889
H 2.05628 -2.62528 -3.73761
H -2.26712 -2.60256 -3.64436
H -0.11864 -3.51300 -4.61974
H -3.32175 -0.60856 -2.60759
H -2.97709 -1.38728 -1.04817
H 2.26437 1.15958 -2.41999
H 3.23028 -1.19565 -2.19554
H 0.74558 3.43598 -1.76922
O 2.12434 1.96177 -2.97717
H 2.89280 2.54701 -2.82610
H -0.57820 2.80768 -0.97404
O 0.07484 3.83956 -1.22964
H -0.43400 4.42830 -1.84995
C -2.79442 2.02622 -2.45201
H -3.71586 1.64127 -2.91409
H -2.98362 3.06028 -2.13125
H -1.99406 1.97008 -3.20569
C -3.89111 1.04902 0.01828
H -3.98936 2.06012 0.43440
H -4.79372 0.81653 -0.56453
H -3.81161 0.33346 0.85088
C 1.93002 -2.46816 0.74761
H 2.85647 -3.07435 0.77225
H 1.44476 -2.45349 1.73315
H 1.25033 -2.92891 0.00976
C 4.08892 -0.46582 0.57090
H 4.19754 -0.22134 1.63838
H 4.70033 -1.35116 0.34452
H 4.47021 0.39013 -0.00460
C 3.04454 -0.95208 4.37343
C 1.64050 -1.32817 4.83029
C 1.59669 -2.77944 5.29176
C 1.25453 -0.39103 5.96242
O 0.72342 -1.21516 3.70898
Si -0.34296 0.00110 3.36445
O -0.95045 -0.22790 1.89854
O -1.46214 0.02586 4.55864
C -2.60426 -0.85018 4.74627
C -2.57760 -1.99995 3.75010
C -2.54988 -1.40118 6.16511
C -3.87502 -0.05160 4.49839
O 0.49110 1.42510 3.38766
C 0.16307 2.81309 3.68700
C -0.58925 3.44969 2.52697
C -0.69223 2.90605 4.94021
C 1.47481 3.55146 3.92844
H 3.74824 -1.05243 5.21215
H 3.07376 0.09154 4.03722
H 3.39662 -1.59686 3.56105
H 2.26626 -2.93201 6.14823
H 1.91525 -3.45497 4.49005
H 0.58338 -3.06481 5.59943
H 1.35065 0.65335 5.64433
H 0.23464 -0.57012 6.31254
H 1.92946 -0.53504 6.81851
H -1.67222 -2.60689 3.87315
H -3.45736 -2.63542 3.92492
H -2.61897 -1.61458 2.72503
H -3.41186 -2.05082 6.37575
H -1.64777 -2.01126 6.29757
H -2.54776 -0.60206 6.91612
H -3.97672 0.81368 5.16311
H -3.90514 0.29512 3.45796
H -4.75230 -0.69556 4.64954
H -1.50774 2.89620 2.29517
H -0.89005 4.46660 2.81021
H 0.04640 3.54935 1.63875
H -0.17936 2.46624 5.80272
H -0.87146 3.96799 5.16384
H -1.66498 2.42265 4.80613
H 2.00091 3.16463 4.81006
H 2.15004 3.50190 3.06674
H 1.25406 4.60894 4.12246
*
```



Entry 2:
Density functional theory data (the ωB97M-V functional and the def2-TZVPD basis) for a molecular structure, C23H51AgN4OPV.

Summary:
HOMO-LUMO gap (spin up / spin down)   7.08 / 7.08 eV
HOMO energy (spin up / spin down)   -0.5373 / -0.5374 Eh
Molecular weight   589.47 g/mol
Lowest unoccupied orbital energy (spin up / spin down)   -7.54 / -7.54 eV

Structure (ORCA input):
```
! RIJCOSX wB97M-V def2-TZVPD def2/J DEFGRID3
* xyz 2 1
N -0.10629 -0.67215 1.99590
C -0.02791 -0.68634 3.22032
O -0.45175 -0.95504 4.31683
Ag -2.25458 -1.62359 1.88326
V 0.23308 -0.01695 0.13363
N -0.28180 1.81323 0.13662
N -0.82411 -1.09863 -1.01922
C -0.81114 2.64652 1.24268
C -0.66784 -2.53811 -1.31148
C -2.03048 1.95746 1.84342
C -1.24843 4.03557 0.80017
C 0.24214 2.84197 2.34857
C -1.89930 -3.21608 -1.88494
C 0.45947 -2.71571 -2.32713
C -0.36421 -3.24855 -0.00615
H -2.77569 1.80528 1.05467
H -2.45771 2.60232 2.62985
H -1.78969 0.98628 2.30032
H -0.42061 4.60140 0.35748
H -1.57520 4.57757 1.69474
H -2.09556 3.98520 0.10717
H 0.42079 1.93218 2.94426
H -0.12703 3.62346 3.03359
H 1.17698 3.22474 1.90580
H -2.72871 -3.17870 -1.17535
H -1.66736 -4.27168 -2.07980
H -2.22309 -2.77063 -2.82741
H 0.14252 -2.38037 -3.31817
H 0.72473 -3.77757 -2.41292
H 1.36552 -2.16381 -2.06431
H 0.38589 -2.74804 0.61250
H -0.03704 -4.27258 -0.20945
H -1.27193 -3.31153 0.61123
C -1.88450 -0.38541 -1.72375
H -2.22494 0.48383 -1.14107
H -1.58383 0.00087 -2.71721
H -2.76816 -1.02750 -1.88136
C -0.20067 2.39922 -1.18739
H 0.30009 3.37328 -1.19982
H 0.33160 1.72272 -1.86364
H -1.19839 2.55503 -1.63256
C 3.36275 -1.55593 2.57296
C 3.81798 -0.23770 1.93477
C 2.92577 0.85406 2.53062
C 5.27560 0.06102 2.30896
P 3.54537 -0.32182 0.08256
N 1.91828 -0.23485 -0.12104
C 4.30262 1.14653 -0.81568
C 5.81422 0.95610 -1.04975
C 3.61961 1.35767 -2.17527
C 4.10231 2.44205 -0.01554
C 4.13065 -1.95974 -0.60067
C 4.16198 -1.88111 -2.13064
C 5.52466 -2.36267 -0.09017
C 3.14550 -3.06834 -0.20060
H 3.37604 -1.44418 3.66732
H 4.02021 -2.39446 2.32906
H 2.32629 -1.79132 2.30088
H 3.00666 0.84251 3.62988
H 3.16668 1.86303 2.18904
H 1.88644 0.63959 2.27934
H 5.98777 -0.63762 1.86630
H 5.58520 1.07638 2.04950
H 5.37271 -0.02641 3.40191
H 6.04140 0.17735 -1.78517
H 6.21766 1.89785 -1.45863
H 6.36926 0.74536 -0.12769
H 2.52873 1.36983 -2.08334
H 3.92473 2.34160 -2.57333
H 3.89970 0.61597 -2.92825
H 3.03849 2.64084 0.17075
H 4.66546 2.46051 0.92511
H 4.48287 3.28714 -0.61652
H 5.02061 -1.32349 -2.51871
H 4.24942 -2.89687 -2.54540
H 3.25307 -1.44992 -2.55678
H 5.54501 -2.58177 0.98019
H 5.81817 -3.29605 -0.59371
H 6.29702 -1.62383 -0.30422
H 3.28569 -3.43587 0.81751
H 2.12237 -2.71482 -0.28670
H 3.25506 -3.93123 -0.87022
*
```



Entry 3:
Density functional theory data (the ωB97M-V functional and the def2-TZVPD basis) for a molecular structure, C23H51BGeN4O2S6SbZn.

Summary:
HOMO-LUMO gap   6.91 eV
HOMO energy   -0.1716 Eh
Molecular weight   878.66 g/mol
Lowest unoccupied orbital energy   2.24 eV

Structure (ORCA input):
```
! RIJCOSX wB97M-V def2-TZVPD def2/J DEFGRID3
* xyz -1 1
Zn -1.14828 -0.24301 0.34852
S -2.02611 -4.61481 1.07848
Sb -3.59880 -3.00956 0.20533
S -3.51611 -1.03193 1.31916
S -1.46431 -3.54918 -0.71455
S -5.39103 -3.76841 -0.90413
C -0.30259 3.43053 -0.19990
N -1.74470 3.40947 -0.21448
C -2.49314 3.90851 -1.35546
C -3.93977 3.48647 -1.03860
N -3.81245 2.86763 0.27444
C -2.51460 2.74626 0.65315
S -2.00764 1.90285 2.01108
H 0.10114 2.76464 -0.96560
H 0.04182 3.08681 0.77304
H 0.05420 4.44828 -0.37562
H -2.12719 3.43817 -2.26933
H -2.37963 4.99311 -1.43881
H -4.30497 2.77177 -1.77539
H -4.61763 4.34051 -0.99998
H -4.45228 2.16367 0.60353
C 5.61099 0.49168 -1.36691
C 4.33763 0.53377 -0.53421
N 3.43278 -0.54919 -0.86947
C 2.28000 -0.41064 -1.55343
S 1.75340 1.06909 -2.16361
N 1.57267 -1.53722 -1.75673
C 2.01274 -2.87689 -1.41094
C 3.07325 -3.41015 -2.36904
H 6.28723 1.29599 -1.07215
H 5.36779 0.61149 -2.42330
H 6.13556 -0.45764 -1.23958
H 3.80364 1.46571 -0.70931
H 4.56365 0.46946 0.53117
H 3.59530 -1.43131 -0.41311
H 0.63397 -1.39899 -2.10589
H 1.13330 -3.51250 -1.43931
H 2.35526 -2.91063 -0.37155
H 2.67787 -3.44685 -3.38439
H 3.36945 -4.41913 -2.07699
H 3.96329 -2.77954 -2.37904
C -0.52603 -1.82816 6.65822
C 0.18904 -2.79981 5.72563
C 0.88810 -2.11221 4.55053
C -0.06533 -1.37598 3.61258
Ge 0.66467 -0.71519 1.88643
C 1.82192 0.85901 2.27298
C 3.06469 0.59284 3.11750
C 3.99081 1.80212 3.27292
C 3.34717 2.96038 4.02731
H -0.96221 -2.34631 7.51464
H -1.33022 -1.30526 6.14029
H 0.16889 -1.07442 7.03869
H -0.53358 -3.52023 5.32911
H 0.92424 -3.37605 6.29794
H 1.43434 -2.86980 3.97944
H 1.64412 -1.42427 4.94496
H -0.52572 -0.51449 4.10724
H -0.88981 -2.04410 3.34053
H 1.71905 -1.81076 1.48343
H 1.17338 1.59736 2.75414
H 2.11499 1.29274 1.30879
H 3.62975 -0.23493 2.67409
H 2.77069 0.24766 4.11422
H 4.29937 2.14487 2.27906
H 4.90347 1.49537 3.79574
H 2.47451 3.34072 3.49586
H 4.04571 3.78885 4.15993
H 3.01550 2.63761 5.01730
C -1.04768 -0.28204 -4.59728
C -2.24417 -0.73609 -3.76823
C -2.90779 -1.94554 -4.40108
O -1.73569 -1.11404 -2.47204
B -1.85707 -0.03836 -1.59008
O -2.59051 0.97357 -2.21350
C -3.20590 0.42539 -3.40130
C -3.30832 1.51891 -4.44868
C -4.59418 -0.06896 -3.00546
H -0.32648 -1.10003 -4.63697
H -0.55259 0.57271 -4.13399
H -1.33773 -0.02880 -5.61876
H -2.14857 -2.69625 -4.62532
H -3.40299 -1.66845 -5.33563
H -3.63672 -2.39986 -3.73118
H -2.34406 1.99308 -4.62353
H -4.01413 2.28337 -4.11615
H -3.67634 1.11059 -5.39277
H -4.53289 -0.85398 -2.25076
H -5.14388 -0.45261 -3.86582
H -5.15955 0.76153 -2.57805
*
```



Entry 4:
Density functional theory data (the ωB97M-V functional and the def2-TZVPD basis) for 4 unconnected molecules or ions with the total composition C23H51BrCl2F2N4O15P3.

Summary:
HOMO-LUMO gap   6.94 eV
HOMO energy   -0.3907 Eh
Molecular weight   905.40 g/mol
Lowest unoccupied orbital energy   -3.69 eV

Structure (ORCA input):
```
! RIJCOSX wB97M-V def2-TZVPD def2/J DEFGRID3
* xyz 1 1
C -0.09165 -2.52190 4.12205
C -0.43040 -2.59450 2.53143
C -1.06592 -1.20534 1.96089
O -2.35321 -1.44377 1.31850
C -3.39575 -0.61787 1.87434
C -3.95402 -1.19065 3.30409
C -4.99232 -2.38094 2.98119
C -4.38222 -3.86691 3.25412
Cl -3.78331 -4.59267 1.64546
C -5.40597 -4.87070 3.98225
C -6.47402 -5.57240 2.97856
Cl -4.38302 -6.24885 4.68107
N -6.36155 -2.17856 3.60800
C -6.80126 -0.79407 3.19848
C -5.86134 0.31767 3.93107
Br -5.81116 1.86310 2.61582
C -6.66637 0.87170 5.20350
N -7.54880 -0.18032 5.85562
N -4.46229 -0.08114 4.14416
N -3.99068 -0.02342 5.43225
C -2.58007 0.41214 5.53699
O -1.87678 -0.18399 6.39682
F -1.98599 1.39499 4.71443
C -4.24519 -1.21459 6.26399
O -5.00802 -1.06763 7.25957
F -3.67151 -2.50636 6.10767
H -0.69788 -1.66561 4.58122
H -0.36523 -3.49966 4.67970
H 1.02717 -2.26358 4.25313
H -1.09863 -3.50047 2.29959
H 0.59469 -2.75041 2.01141
H -0.30911 -0.74810 1.23498
H -1.17939 -0.46151 2.84374
H -3.00060 0.44495 2.08169
H -4.24939 -0.48075 1.09964
H -3.02801 -1.69443 3.79157
H -5.17906 -2.34483 1.83594
H -3.43216 -3.83772 3.91856
H -5.96738 -4.41156 4.87552
H -6.51785 -5.02852 1.95848
H -6.22638 -6.69297 2.83033
H -7.55486 -5.51729 3.40029
H -6.32130 -2.27010 4.64640
H -7.07726 -2.83304 3.21850
H -7.92218 -0.59766 3.33111
H -6.60187 -0.67962 2.06094
H -7.41982 1.65313 4.78678
H -6.03625 1.45008 5.96768
H -8.45873 -0.23563 5.37120
H -7.77082 0.13081 6.82529
C 4.67094 -1.98698 3.12486
O 3.55693 -1.84648 2.24460
P 3.55016 -0.37478 1.34753
O 2.09333 -0.56774 0.95443
O 4.52910 -1.05991 0.21488
C 4.28790 -2.38013 -0.24512
O 3.63729 1.12723 0.52458
C 4.93018 1.59679 0.14963
H 4.68320 -3.00745 3.50974
H 5.60876 -1.79157 2.59926
H 4.56525 -1.29186 3.96337
H 3.23718 -2.66303 -0.16334
H 4.90492 -3.07769 0.32785
H 4.58472 -2.44161 -1.29234
H 5.26516 1.09665 -0.75919
H 5.65158 1.44415 0.95500
H 4.86220 2.66930 -0.06277
C 5.34417 3.45356 -5.55577
O 5.21631 3.76946 -4.16819
P 6.68016 3.62077 -3.27510
O 5.93351 3.66009 -1.95060
O 7.10811 5.14727 -3.71988
C 6.15683 6.20002 -3.69410
O 8.19151 3.42214 -2.48489
C 9.36124 3.77936 -3.21118
H 4.42404 3.74244 -6.06522
H 6.18476 3.99249 -6.00067
H 5.49188 2.37568 -5.67224
H 5.36523 6.02647 -2.96352
H 5.72228 6.31468 -4.69074
H 6.67177 7.12594 -3.43668
H 9.50654 4.86013 -3.18590
H 9.30630 3.42839 -4.24356
H 10.22659 3.31115 -2.72647
C -0.09744 2.96940 -9.72394
O 1.26573 3.05742 -9.31343
P 1.55148 2.52439 -7.70060
O 2.92636 3.17191 -7.68034
O 1.67282 0.97313 -8.23943
C 2.40311 0.67351 -9.41933
O 1.72009 1.97785 -6.08157
C 0.90424 0.88802 -5.66965
H -0.14981 3.15725 -10.79693
H -0.50342 1.97662 -9.51419
H -0.68718 3.72824 -9.20088
H 3.19115 1.40200 -9.61614
H 1.71403 0.63525 -10.26727
H 2.85878 -0.31021 -9.30417
H 1.32952 -0.05476 -6.01642
H -0.11788 1.00056 -6.03673
H 0.88351 0.86588 -4.57329
*
```



Entry 5:
Density functional theory data (the ωB97M-V functional and the def2-TZVPD basis) for 4 unconnected molecules or ions with the total composition C23H51N3O2P.

Summary:
HOMO-LUMO gap   6.72 eV
HOMO energy   -0.1554 Eh
Molecular weight   432.65 g/mol
Lowest unoccupied orbital energy   2.49 eV

Structure (ORCA input):
```
! RIJCOSX wB97M-V def2-TZVPD def2/J DEFGRID3
* xyz -1 1
C -0.74022 -0.97844 -0.43220
C 0.58973 -0.46830 -0.93757
O 0.60134 0.40280 -1.77932
N 1.81015 -1.00548 -0.42368
C 1.83821 -2.46843 -0.34549
C 2.27617 -0.35529 0.75968
O 1.09037 -0.43266 1.85846
C 1.51460 -1.02345 2.89501
N 1.88896 -1.60838 3.82409
P 2.62998 1.38271 0.51813
N 4.04421 1.68177 -0.13937
H -1.51374 -0.25995 -0.68475
H -0.97262 -1.91707 -0.93937
H -0.73882 -1.19294 0.63218
H 2.42011 -2.74285 0.53056
H 2.32627 -2.90714 -1.21753
H 0.85362 -2.92195 -0.21859
H 2.53549 1.91837 1.81808
H 1.58991 2.01082 -0.21152
H 4.61552 2.19574 0.52167
C 5.24387 -2.01676 -1.03101
C 6.21248 -0.98254 -0.47345
C 7.05494 -0.29408 -1.54284
C 7.97743 -1.21924 -2.34110
C 8.96943 -2.02042 -1.49963
C 9.94838 -1.14762 -0.72028
H 5.76414 -2.84503 -1.52350
H 4.64023 -2.43341 -0.22604
H 4.56326 -1.55717 -1.75114
H 6.85964 -1.45290 0.27671
H 5.63227 -0.21852 0.04523
H 7.64814 0.49636 -1.07250
H 6.38244 0.21578 -2.23844
H 8.53657 -0.61767 -3.06763
H 7.37346 -1.91566 -2.92998
H 9.53613 -2.68201 -2.16281
H 8.42986 -2.67137 -0.80708
H 10.52056 -0.50674 -1.39575
H 10.65782 -1.75982 -0.15962
H 9.43023 -0.50776 -0.00531
C -7.20329 1.37032 -1.78870
C -7.15404 -0.14965 -1.90868
C -6.06454 -0.79515 -1.05384
C -4.63590 -0.37978 -1.40933
C -4.22049 -0.64354 -2.85493
C -4.24418 -2.12165 -3.23229
H -6.27657 1.83282 -2.13162
H -8.01672 1.78271 -2.38809
H -7.36772 1.67165 -0.75206
H -7.02247 -0.43028 -2.95749
H -8.12128 -0.55939 -1.60402
H -6.15679 -1.88258 -1.12732
H -6.24550 -0.55015 -0.00188
H -3.94615 -0.91007 -0.74544
H -4.50127 0.68392 -1.19169
H -3.20730 -0.25945 -2.99596
H -4.85871 -0.07877 -3.54108
H -3.58615 -2.69804 -2.57855
H -3.90334 -2.26619 -4.25845
H -5.24855 -2.54331 -3.15834
C -5.49618 2.70077 1.85100
C -4.52648 1.57002 2.17939
C -4.08074 1.55236 3.64029
C -3.31217 2.79511 4.09760
C -2.06136 3.10238 3.27447
C -1.02765 1.98199 3.31238
H -5.04130 3.68013 2.00802
H -5.81194 2.65085 0.80760
H -6.39194 2.63942 2.47419
H -3.65611 1.63161 1.52079
H -5.00877 0.61424 1.95399
H -3.46418 0.66566 3.80674
H -4.96133 1.43033 4.28054
H -3.02520 2.65533 5.14471
H -3.97409 3.66680 4.08147
H -1.61210 4.02414 3.65425
H -2.33651 3.30659 2.23561
H -0.70880 1.77572 4.33619
H -0.14468 2.25202 2.73290
H -1.41800 1.05782 2.88535
*
```



Number 1: energy -70137.332 eV. Number 2: energy -71647.295 eV. Number 3: energy -211901.091 eV. Number 4: energy -189721.480 eV. Number 5: energy -42531.318 eV.